[1]
Below is a cluster of 8 separate species, C16H48O16 in total at a distorted geometry, with properties calculated with the ωB97M-V functional and the def2-TZVPD basis.

Geometry as XYZ:
```
80
Properties=species:S:1:pos:R:3:mulliken_charge:R:1
H -1.70876 3.16017 4.45366 0.305
C -3.11573 -4.91611 -4.07143 -0.468
H 1.86556 -1.89084 -5.68229 0.334
H 0.64599 -1.79517 1.66258 0.403
O 0.21253 -3.98241 3.36710 -0.521
O -2.68847 4.04683 -1.35999 -0.537
H -2.83479 2.90250 0.36876 0.373
O 0.29463 0.13852 0.93868 0.372
H -0.37801 0.51829 3.37331 0.202
H 2.59441 2.21411 -0.77532 -0.318
H 2.00759 3.92110 3.04634 0.392
H -0.98879 -2.38106 4.13407 0.207
H -1.32791 1.87885 -1.91254 0.294
H 0.99657 -1.55077 -0.94186 0.117
H -0.46486 2.67509 0.65544 -0.242
H -0.20582 -0.26612 -4.14765 0.104
H -0.89769 -0.35831 -1.30210 0.147
C 0.03015 -1.80527 -0.49408 -0.620
H -0.59590 3.65359 5.68576 0.407
H 2.69357 0.46127 -2.38329 0.290
O -0.80443 -1.69248 -5.54546 -0.495
H -2.05430 -4.92157 -4.34996 0.259
H -2.39136 4.94674 -1.51522 0.316
H -1.96630 -3.96030 6.56434 0.311
O 3.06109 1.72838 -4.04064 -0.620
H 3.93959 2.59972 -1.89747 0.499
H -0.56768 -4.52178 3.20788 0.315
H -0.18655 3.62332 -0.92234 0.219
H -2.08158 4.46814 0.56117 0.362
O 1.51764 0.24450 -5.87713 -0.562
C -0.80088 2.93785 -0.34026 0.500
H 2.49388 1.42337 -4.76369 0.378
C 1.52834 -0.98741 -5.17212 -0.565
C -0.08282 -2.96897 4.31273 -0.011
O -1.09622 -1.29378 -1.16943 -0.320
O -0.90053 0.73194 4.15176 -0.603
H 0.87307 1.49722 4.90096 -0.052
H -0.22252 -2.75968 6.42116 0.350
C -0.66075 3.08830 4.74984 -0.497
H -2.72688 -3.06876 -2.84096 0.104
C 0.12572 -1.21473 -4.57718 0.077
C -2.15102 3.60480 -0.10568 -0.869
C 2.42753 1.43991 -2.79621 -0.308
C 2.87176 1.61200 2.02763 0.678
H 1.09721 0.07466 -6.72634 0.351
O -4.71684 -3.45645 -2.97752 -0.557
O 2.95681 3.74959 3.04327 -0.570
C -3.41189 -3.50761 -3.56500 0.108
H -0.76657 -1.15233 -6.33944 0.284
C -0.22977 -3.58864 5.70567 -0.653
C -0.20539 1.62601 5.00163 -0.086
C 0.02210 -1.26618 0.93852 -0.175
O 2.82970 0.21456 2.18645 -0.644
H -3.47794 -2.84726 -4.43879 0.163
H 2.16165 -0.84439 -4.29466 0.266
C 3.08723 2.39887 3.34119 -0.216
H -3.25267 -5.67826 -3.30540 0.289
H -0.94569 -1.47447 1.40920 0.156
O 2.17272 3.70108 -2.10605 -0.633
H 1.95996 1.95753 1.52724 -0.653
H 4.10572 2.18218 3.66825 0.359
H 1.33943 1.49617 -2.89590 0.186
H 0.05033 -2.89124 -0.38183 0.537
O -1.03132 1.69305 -1.01406 -0.686
H -0.09257 4.72183 3.76762 0.227
H 0.18041 -1.94578 -3.77141 0.187
H 2.36476 4.39211 -1.46849 0.316
H 3.70137 1.80558 1.34018 0.333
H -5.29907 -3.81406 -3.65942 0.317
H -3.51857 -4.91457 -6.00974 0.313
O 0.13666 3.78874 3.77137 -0.414
H 2.43556 2.00669 4.12857 -0.116
H 0.64277 -4.20185 5.93323 0.283
H -0.20336 0.68397 0.30041 0.090
O -1.37675 -4.40253 5.95153 -0.527
O -3.90404 -5.23735 -5.19327 -0.533
H 0.70631 -2.22519 4.41903 0.265
H 1.91174 0.01495 1.94523 0.163
C 2.85627 2.48655 -1.79995 0.226
H -0.56527 1.27307 5.96987 0.338
```

Output
- Strongest force on any atom: 2.305 eV Å⁻¹
- SMILES: OCCO.OCCO.OCCO.OCCO.OCCO.OCCO.OCCO.OCCO
- Charge: 0
- E_LUMO: 0.15 eV
- E: -1842.0795 Ha
- ΔE to the lowest compared entry with this formula, charge and spin: 39.84 kcal per mole

---

[2]
Below is a cluster of 8 separate species, C16H48O16 in total at a distorted geometry, with properties calculated with the ωB97M-V functional and the def2-TZVPD basis.

Geometry as XYZ:
```
80
Properties=species:S:1:pos:R:3:mulliken_charge:R:1
H -13.28573 -20.76197 -21.74807 0.223
H -10.08621 -28.27408 -17.20968 0.308
O -12.70669 -27.66878 -25.32877 -0.566
C -10.51868 -20.10549 -22.76692 -0.700
C -10.46052 -28.34076 -19.43802 -0.140
H -10.30934 -32.01732 -23.66719 0.350
H -17.67244 -18.91145 -22.95609 0.315
H -9.47176 -20.39136 -22.66520 0.294
C -9.18596 -21.90731 -19.40254 -0.376
C -11.51216 -28.36055 -27.38814 -0.551
H -11.72323 -29.51114 -23.10477 0.161
H -9.80294 -29.94754 -20.33443 0.322
H -13.11529 -27.31781 -27.80455 0.332
O -8.09990 -23.97598 -18.53385 -0.515
H -13.03440 -24.26745 -23.68147 0.376
H -11.46494 -24.55400 -22.74894 0.263
O -8.33188 -28.52263 -18.36144 -0.510
H -12.72041 -23.71237 -17.96767 0.235
O -13.43990 -30.09702 -22.21603 -0.517
H -8.19674 -21.55772 -19.69805 0.375
O -10.84712 -31.68269 -24.38858 -0.487
H -11.99271 -22.15137 -18.58180 -0.041
C -9.61249 -28.01075 -18.15538 -0.465
H -12.92111 -21.25864 -16.75879 0.346
H -9.63458 -26.92188 -18.11109 0.211
H -12.36134 -22.87045 -21.76795 0.241
O -12.83051 -22.21418 -16.74062 -0.626
H -12.80290 -28.00086 -24.43319 0.182
H -14.21549 -21.30957 -18.99424 0.247
C -10.52184 -18.72689 -22.23348 -0.306
H -10.90274 -29.18706 -27.75363 0.314
C -14.28127 -22.38352 -18.81989 -0.075
H -13.17187 -29.35684 -26.25791 0.264
C -12.82816 -22.63289 -18.07360 0.053
O -12.57949 -27.95917 -28.27697 -0.551
C -9.01084 -22.84885 -18.24881 -0.500
H -8.71615 -22.32031 -17.34222 0.464
H -9.68014 -20.99841 -19.05934 0.296
C -12.05280 -30.47549 -22.71811 -0.025
H -10.07532 -27.71922 -20.24636 0.211
H -14.43295 -22.98091 -19.71890 0.065
H -12.90172 -31.52281 -24.45529 0.349
H -9.40339 -23.36756 -20.59554 0.223
C -14.70573 -19.80715 -22.65656 -0.174
O -14.02712 -20.24550 -21.42374 -0.394
C -12.95185 -25.98494 -22.26792 0.512
H -15.25818 -22.48110 -17.06008 0.337
H -11.46463 -27.99717 -19.18941 0.258
O -12.98711 -23.59819 -21.78822 -0.366
O -12.45029 -26.11563 -20.91718 -0.425
O -16.90681 -19.22421 -23.44352 -0.522
O -10.57692 -29.73802 -19.80654 -0.567
H -10.93934 -21.64883 -21.58523 0.238
H -10.85318 -27.49413 -27.33190 0.275
O -10.24408 -18.69822 -20.81293 -0.476
H -13.87868 -30.87017 -21.85367 0.273
H -11.49041 -18.25805 -22.40718 0.176
O -15.42260 -22.72349 -17.97431 -0.581
H -12.52523 -25.17405 -20.74568 0.305
H -11.38710 -30.73599 -21.89526 0.243
H -11.57245 -29.42541 -25.44741 0.096
H -12.67054 -26.85511 -22.86101 -0.607
O -11.39109 -21.07383 -22.20723 -0.405
C -16.13094 -19.63820 -22.28086 -0.559
H -10.69029 -20.27133 -23.83047 0.432
H -14.28675 -18.90031 -23.09267 0.243
H -16.47330 -20.65666 -22.09749 0.230
C -12.23888 -28.82626 -26.06788 0.059
H -10.21169 -17.77654 -20.54636 0.276
C -12.07785 -31.59678 -23.74545 -0.750
O -9.85476 -22.52930 -20.47228 -0.397
H -9.97088 -23.20771 -17.87783 0.118
H -16.35027 -19.07216 -21.37555 0.366
H -14.55242 -20.57878 -23.41099 0.320
H -8.47712 -29.40202 -18.00480 0.341
H -7.23776 -23.83015 -18.13755 0.288
H -9.85529 -18.03011 -22.74172 0.424
H -14.03570 -26.09605 -22.23596 0.270
H -12.40474 -32.46418 -23.17199 0.433
C -12.55480 -24.53854 -22.74094 -0.361
```

Output
- Strongest force on any atom: 2.771 eV Å⁻¹
- SMILES: OCCO.OCCO.OCCO.OCCO.OCCO.OCCO.OCCO.OCCO
- Charge: 0
- E_LUMO: 0.35 eV
- E: -1842.0087 Ha
- ΔE to the lowest compared entry with this formula, charge and spin: 84.29 kcal per mole

---

[3]
Below is a cluster of 8 separate species, C16H48O16 in total at a distorted geometry, with properties calculated with the ωB97M-V functional and the def2-TZVPD basis.

Geometry as XYZ:
```
80
Properties=species:S:1:pos:R:3:mulliken_charge:R:1
H -8.21384 9.57970 4.69747 0.282
H -17.29046 12.20459 1.51645 0.314
H -8.31671 5.73039 0.38075 0.470
C -13.38066 13.79316 3.50861 -0.520
H -7.23771 7.52768 4.16448 0.392
H -12.94200 7.83249 2.89079 -0.149
H -11.95985 6.08568 5.87425 -0.179
O -6.90182 9.21925 7.80952 -0.551
C -16.53473 9.86519 2.41715 -0.023
O -14.80556 4.42600 2.47971 -0.565
O -14.97407 12.57217 4.90215 -0.543
O -7.26334 7.32953 2.30906 -0.526
C -12.54550 9.29563 4.41694 -0.299
C -12.08970 8.43548 3.20396 0.291
O -10.20445 4.84190 7.60140 -0.570
H -11.98985 6.35635 0.73161 0.085
H -15.79832 10.19134 1.68269 0.339
H -15.45269 13.35840 3.09185 0.050
H -16.65711 8.79248 2.26739 0.047
C -17.92265 10.49985 2.16045 -0.611
H -9.58703 5.29086 2.02916 0.158
C -12.69951 5.55417 0.52918 0.356
H -7.48263 8.14556 0.53102 0.384
C -7.81730 8.91310 5.46331 0.127
C -8.94163 6.56472 0.69931 -0.506
H -10.70247 9.41634 5.04968 0.258
H -9.60381 5.34589 5.72030 0.308
C -15.64537 5.07343 3.51319 -0.118
H -8.79330 8.60947 1.66534 0.229
H -6.01369 9.97102 6.13165 0.309
H -12.79619 14.21269 4.32744 0.337
H -13.45337 9.87993 4.26708 -0.005
O -16.07634 10.06321 3.80485 -0.506
O -11.36627 10.08090 4.85137 -0.619
O -17.89207 11.90382 2.20144 -0.518
H -14.42900 5.11436 1.92657 0.320
O -12.70149 4.27269 6.36481 -0.526
H -15.00597 5.94390 3.65999 -0.047
H -18.04968 4.06008 3.50103 0.325
H -16.88638 6.12535 2.03699 0.149
H -18.75331 10.12335 2.75741 0.314
H -6.39864 9.76909 8.41456 0.290
H -12.81087 8.71306 5.29915 0.254
O -6.99334 7.90194 5.01408 -0.591
C -10.33107 4.69257 6.20235 -0.699
H -12.90606 3.92194 -0.76866 0.413
H -6.59066 6.71611 2.00440 0.232
C -11.74885 5.04431 5.63109 0.636
H -13.96230 7.01197 0.14628 0.381
H -11.87935 8.90124 2.24119 0.310
H -14.34081 12.81974 5.57986 0.336
H -12.21537 3.94032 7.12298 0.329
O -17.95735 4.57324 2.69497 -0.544
H -12.51033 12.01819 3.70264 0.247
H -7.50534 10.81387 6.40221 0.323
H -11.82841 4.86724 4.55851 -0.040
C -12.21757 4.76353 -0.69235 -0.835
H -13.36419 5.66176 -1.94792 0.336
O -12.41485 5.55051 -1.85854 -0.570
O -9.80892 6.15794 1.68198 -0.322
H -11.17452 4.50454 -0.51052 0.276
H -10.75995 7.01950 2.90021 -0.041
H -18.17627 10.14387 1.16192 0.353
H -13.42559 14.55289 2.72830 0.340
H -15.83096 4.64192 4.49678 0.462
C -14.82392 13.56899 3.95695 -0.132
C -17.02733 5.58821 2.97492 -0.282
H -15.26164 14.52827 4.23314 0.350
C -7.04479 9.82734 6.45460 -0.547
O -12.76744 12.59568 2.98015 -0.440
H -15.83910 10.98833 3.90219 0.194
H -17.45521 6.24955 3.72835 0.305
H -12.73306 4.85562 1.36524 0.147
H -10.09291 3.65994 5.94730 0.397
O -13.98893 6.12060 0.50174 -0.617
H -9.47538 6.89779 -0.19079 0.249
C -8.18340 7.78950 1.28616 -0.415
H -8.72467 8.47480 5.87884 0.085
O -11.02723 7.58254 3.63038 0.031
H -9.64210 5.58739 7.82413 0.335
```

Output
- Strongest force on any atom: 3.385 eV Å⁻¹
- SMILES: OCCO.OCCO.OCCO.OCCO.OCCO.OCCO.OCCO.OCCO
- Charge: 0
- E_LUMO: 0.03 eV
- E: -1842.0285 Ha
- ΔE to the lowest compared entry with this formula, charge and spin: 71.88 kcal per mole

---

[4]
Below is a cluster of 8 separate species, C16H48O8 in total at a distorted geometry, with properties calculated with the ωB97M-V functional and the def2-TZVPD basis.

Geometry as XYZ:
```
72
Properties=species:S:1:pos:R:3:mulliken_charge:R:1
H -2.51029 -0.44874 1.52890 -0.156
H 2.51041 4.39735 1.43308 0.310
H 5.00749 -3.07530 2.36610 0.342
C 4.46482 0.02424 -1.68809 0.477
H -0.01877 -1.13175 1.35835 0.084
H 4.25531 0.98263 -1.19239 -0.012
H -0.87503 -4.78590 1.66197 0.411
H -0.20527 -3.48219 3.62880 0.265
H -1.26828 -3.11613 1.44364 -0.030
O 1.21197 1.05512 -0.81445 -0.623
H -3.56626 -1.55662 3.63286 0.392
C -4.41621 -1.59670 -2.29508 -0.023
H 1.21837 2.03519 -0.84249 0.212
C 5.10429 -2.08915 1.91554 -0.543
H 4.71317 0.90845 -3.65200 0.312
H -2.56679 -4.28865 1.89790 0.288
H -1.43799 -4.59854 4.12723 0.367
C 5.23125 0.23198 -2.97368 -1.311
H 2.50133 -0.06726 -1.51109 0.459
H 3.34800 -2.10613 0.62052 0.346
H -5.50669 -0.49214 1.80111 0.392
H 1.24487 0.90981 1.20577 0.269
C -2.96819 -2.05442 -2.32204 -0.596
H 3.04591 -1.56211 2.32738 0.339
H 1.08083 -1.40975 0.07781 0.241
H 2.75632 4.96058 -1.57433 0.341
H 5.99311 -0.43864 2.54374 0.301
H -3.12933 1.17553 -2.31068 0.068
C 3.73512 -1.56480 1.48660 -0.588
C 0.54097 0.67530 0.40243 -0.240
C -3.48585 -0.01007 1.31397 0.230
H -3.38661 2.13494 -0.85701 0.172
C -1.27126 -3.71643 3.49871 -0.300
C -3.37121 2.18151 -1.94293 -0.723
H -1.27897 2.73482 -2.35729 0.149
H -0.62707 -1.04471 -0.30492 -0.111
H -4.34756 2.39973 -2.36963 0.412
O -2.45314 4.36147 -1.73370 -0.518
H -3.57962 1.02666 1.62180 0.347
H 3.85721 -0.54429 1.11124 0.080
O -4.27376 -0.93006 3.42412 -0.598
H 5.33340 -0.71587 -3.50644 0.302
C -4.52018 -0.89163 2.03808 -0.535
C -1.52604 -3.99577 2.03445 -0.759
O 5.66758 -1.26014 2.91839 -0.536
H -4.44239 -1.91770 1.66158 0.237
H 3.89406 5.15408 0.59298 0.356
H -2.79348 -2.95556 -1.73939 0.282
H -3.68775 -0.13688 0.24639 -0.246
C 0.21402 -0.79960 0.33942 -0.329
H -2.50788 3.35989 -3.50530 0.256
O 3.20959 -0.59591 -1.91269 -0.539
C 2.49736 4.29512 -0.74283 -0.025
H -6.14475 -2.32094 -2.88105 0.311
H 3.20235 3.47219 -0.88231 0.128
H -2.72283 -2.22567 -3.37232 0.326
H -4.57660 -0.65414 -2.83288 0.201
H 6.23365 0.58620 -2.72572 0.368
H 0.61023 4.56776 -1.02140 0.204
O -5.23075 -2.61129 -2.84308 -0.535
H -0.39708 1.22611 0.51066 0.353
H -4.69299 -1.32725 -1.26609 0.082
H -1.82513 -2.43273 4.86519 0.241
H 5.76236 -2.18360 1.04811 0.284
C 2.81105 4.99388 0.57691 -1.155
O -2.05885 -2.62329 3.95224 -0.502
H 2.41231 6.00959 0.60638 0.328
C -2.29199 3.12677 -2.45661 -0.084
H 5.04386 -0.57804 -0.97738 0.029
H -2.29316 -1.27926 -1.95752 -0.042
H -1.62077 4.82242 -1.62634 0.246
O 1.16425 3.80641 -0.82915 -0.485
```

Output
- Strongest force on any atom: 1.366 eV Å⁻¹
- SMILES: CCO.CCO.CCO.CCO.CCO.CCO.CCO.CCO
- Charge: 0
- E_LUMO: 0.19 eV
- E: -1240.2253 Ha
- ΔE to the lowest compared entry with this formula, charge and spin: 51.90 kcal per mole

---

| no. | orbital gap (hartree) |
| --- | --- |
| 1 | 0.3538 |
| 2 | 0.3622 |
| 3 | 0.3499 |
| 4 | 0.3598 |